# 1
{"formula": "C39H47BBr4N8O2S4Sc", "method": "wB97M-V/def2-TZVPD", "spin_multiplicity": 1, "charge": 1, "mol_weight_g_mol": 1163.51, "energy_ev": -402111.479, "homo_ev": -9.6674, "lumo_ev": -3.167, "relative_energy_kcal_mol": 7.0, "species": ["Sc", "C", "C", "C", "C", "N", "N", "B", "N", "N", "C", "C", "C", "C", "C", "S", "C", "C", "C", "C", "N", "N", "C", "C", "C", "C", "C", "S", "C", "C", "C", "C", "C", "S", "C", "C", "C", "C", "H", "H", "H", "H", "H", "H", "H", "H", "H", "H", "H", "H", "H", "H", "H", "H", "H", "H", "H", "H", "H", "H", "H", "H", "H", "H", "H", "H", "H", "H", "H", "H", "H", "H", "H", "H", "H", "H", "H", "Br", "C", "C", "Br", "C", "Br", "C", "O", "C", "O", "C", "Br", "C", "C", "C", "C", "N", "C", "S", "N", "C", "H", "H", "H", "H", "H", "H", "H", "H"], "coordinates": [[1.403, 2.157, -0.212], [3.330, -1.878, -2.361], [1.861, -1.969, -2.085], [1.024, -2.690, -2.869], [-0.370, -2.705, -2.625], [-0.878, -2.021, -1.645], [-0.050, -1.311, -0.863], [-0.793, -0.518, 0.212], [-0.315, -0.778, 1.632], [-0.312, -2.109, 1.812], [0.160, -2.581, 2.924], [0.674, -1.702, 3.913], [0.651, -0.355, 3.740], [1.218, 0.598, 4.749], [0.101, 0.149, 2.515], [-0.017, 1.812, 2.162], [0.170, -4.106, 3.051], [-1.232, -4.653, 2.756], [0.603, -4.545, 4.449], [1.164, -4.655, 2.011], [-1.542, 0.764, -0.196], [-2.313, -0.322, 0.038], [-3.613, -0.306, 0.101], [-4.195, 0.939, -0.255], [-3.457, 2.046, -0.541], [-4.118, 3.341, -0.894], [-2.001, 1.995, -0.454], [-1.036, 3.351, -0.622], [-4.389, -1.510, 0.612], [-5.890, -1.274, 0.466], [-3.988, -2.788, -0.136], [-4.035, -1.670, 2.108], [1.286, -1.242, -1.001], [2.264, -0.357, 0.091], [-1.360, -3.510, -3.471], [-2.559, -2.622, -3.841], [-1.834, -4.711, -2.635], [-0.710, -4.015, -4.764], [3.592, -2.460, -3.244], [3.910, -2.229, -1.506], [3.611, -0.835, -2.520], [1.427, -3.233, -3.716], [1.106, -2.110, 4.820], [1.614, 0.058, 5.609], [0.455, 1.304, 5.082], [2.010, 1.197, 4.294], [-1.963, -4.280, 3.483], [-1.220, -5.744, 2.815], [-1.559, -4.363, 1.754], [-0.050, -4.135, 5.226], [1.635, -4.251, 4.666], [0.554, -5.633, 4.512], [0.836, -4.403, 0.998], [1.232, -5.743, 2.098], [2.165, -4.235, 2.163], [-5.275, 1.013, -0.275], [-5.204, 3.248, -0.879], [-3.792, 3.669, -1.885], [-3.803, 4.121, -0.199], [-6.177, -1.093, -0.576], [-6.238, -0.438, 1.082], [-6.414, -2.171, 0.802], [-4.360, -2.774, -1.165], [-4.429, -3.651, 0.372], [-2.906, -2.915, -0.166], [-4.224, -0.745, 2.663], [-2.988, -1.952, 2.236], [-4.658, -2.460, 2.540], [-3.038, -2.215, -2.949], [-3.295, -3.210, -4.400], [-2.244, -1.782, -4.469], [-2.308, -4.380, -1.705], [-0.995, -5.367, -2.382], [-2.561, -5.296, -3.208], [-0.295, -3.191, -5.357], [-1.473, -4.510, -5.372], [0.079, -4.748, -4.572], [3.532, 4.112, -6.444], [2.603, 3.268, -5.041], [1.680, 2.267, -5.301], [1.292, 1.752, -7.069], [1.039, 1.632, -4.228], [-0.263, 0.287, -4.476], [1.316, 1.981, -2.917], [0.768, 1.366, -1.863], [2.218, 3.029, -2.649], [2.414, 3.345, -1.341], [2.854, 3.646, -3.715], [4.092, 5.000, -3.296], [4.288, 7.313, -0.284], [4.084, 6.483, 0.938], [4.279, 6.965, 2.194], [4.065, 6.107, 3.275], [3.737, 4.829, 3.109], [3.570, 4.340, 1.869], [3.237, 2.679, 1.654], [3.706, 5.186, 0.802], [4.179, 6.599, 4.684], [4.636, 8.305, -0.006], [3.358, 7.408, -0.845], [5.028, 6.848, -0.940], [4.585, 7.992, 2.341], [3.487, 4.806, -0.120], [4.765, 7.516, 4.751], [4.614, 5.825, 5.313], [3.174, 6.805, 5.066]], "forces_ev_per_a": [[-0.5, -0.4, 1.8], [-0.1, 0.0, 0.1], [0.3, 0.1, 0.1], [-0.1, -0.2, -0.3], [-0.1, -0.2, -0.3], [-0.1, 0.1, 0.1], [-0.2, 0.2, 0.2], [0.2, 0.1, 0.1], [-0.1, 0.2, -0.3], [0.0, 0.0, 0.0], [0.1, -0.3, 0.1], [0.1, -0.1, 0.2], [0.0, 0.3, 0.1], [-0.1, 0.0, -0.1], [-0.1, 0.1, 0.0], [0.0, -0.3, 0.3], [0.1, 0.1, -0.1], [-0.1, 0.1, 0.0], [0.0, 0.0, 0.1], [0.0, 0.1, 0.0], [0.0, -0.5, 0.0], [0.1, 0.1, 0.0], [0.0, -0.1, 0.0], [-0.2, 0.0, 0.0], [0.0, 0.3, -0.1], [0.2, -0.1, 0.0], [-0.1, 0.1, 0.0], [-0.1, 0.1, 0.1], [0.2, -0.1, 0.1], [-0.1, 0.0, 0.0], [-0.1, 0.1, 0.0], [-0.1, 0.1, 0.0], [0.0, 0.0, 0.0], [0.1, 0.1, 0.1], [0.0, 0.1, 0.0], [0.1, 0.0, 0.0], [0.0, 0.0, 0.0], [0.0, 0.1, 0.0], [0.0, 0.0, 0.0], [0.0, 0.0, 0.0], [0.0, 0.0, 0.0], [-0.1, 0.0, 0.1], [-0.1, 0.0, -0.1], [0.0, 0.0, -0.1], [0.0, -0.1, 0.0], [0.0, 0.0, 0.0], [0.1, -0.1, -0.1], [0.0, 0.1, 0.0], [0.0, 0.0, 0.1], [0.1, -0.1, -0.1], [-0.1, 0.0, 0.0], [0.0, 0.0, 0.0], [0.0, 0.0, 0.1], [0.0, 0.1, 0.0], [-0.1, -0.1, 0.0], [0.1, 0.0, 0.0], [0.1, 0.0, 0.0], [0.0, 0.0, 0.0], [0.0, 0.0, 0.0], [0.0, 0.0, 0.1], [0.0, -0.1, -0.1], [0.0, 0.1, 0.0], [0.1, 0.0, 0.1], [0.0, 0.1, -0.1], [0.0, 0.0, 0.0], [0.0, -0.1, 0.0], [0.0, 0.0, 0.0], [0.1, 0.1, -0.1], [0.0, 0.0, -0.1], [0.1, 0.1, 0.1], [-0.1, -0.1, 0.1], [0.1, -0.1, -0.2], [-0.1, 0.1, 0.0], [0.1, 0.1, 0.1], [-0.1, -0.1, 0.1], [0.1, 0.0, 0.1], [-0.1, 0.1, 0.0], [0.0, 0.0, 0.0], [0.1, 0.1, 0.1], [-0.1, -0.1, 0.1], [0.0, 0.0, 0.0], [0.0, 0.0, -0.2], [0.0, 0.0, 0.0], [-0.2, -0.2, 0.1], [0.2, -0.1, -1.1], [0.1, 0.3, 0.0], [0.2, 0.4, -1.3], [0.0, 0.0, 0.2], [0.1, 0.1, 0.1], [0.0, -0.2, -0.2], [0.0, -0.1, -0.3], [0.1, 0.3, 0.1], [-0.1, -0.5, 0.2], [0.1, 0.1, -0.1], [0.0, 0.1, 0.2], [0.2, 0.2, 0.2], [-0.1, 0.1, 0.0], [0.0, 0.0, 0.0], [0.0, 0.0, 0.0], [0.0, 0.0, 0.0], [-0.1, 0.0, 0.1], [0.0, -0.1, 0.0], [0.1, -0.1, -0.1], [0.0, -0.1, 0.0], [0.0, 0.0, 0.0], [0.1, 0.0, 0.0]], "lowdin_charge": [0.454, -0.040, -0.233, 0.058, -0.224, 0.197, 0.059, -0.633, 0.002, 0.183, -0.190, 0.083, -0.222, -0.043, -0.613, 0.695, -0.542, -0.044, -0.059, -0.033, 0.138, 0.240, -0.100, 0.086, -0.196, -0.048, -0.646, 0.792, -0.515, -0.051, -0.034, -0.015, -0.565, 0.765, -0.534, -0.045, -0.028, -0.053, 0.090, 0.086, 0.089, 0.125, 0.122, 0.088, 0.088, 0.073, 0.090, 0.092, 0.068, 0.094, 0.090, 0.092, 0.076, 0.092, 0.094, 0.122, 0.090, 0.098, 0.086, 0.098, 0.094, 0.098, 0.086, 0.101, 0.054, 0.099, 0.066, 0.098, 0.058, 0.095, 0.045, 0.060, 0.093, 0.095, 0.091, 0.094, 0.088, 0.739, -0.754, -0.752, 0.740, -0.608, 0.851, -0.390, -0.301, -0.360, -0.269, -0.629, 0.805, -0.010, -0.241, 0.027, -0.285, 0.112, -0.727, 0.647, 0.141, -0.013, 0.090, 0.096, 0.075, 0.127, 0.113, 0.084, 0.089, 0.098]}

---

# 2
{"formula": "C39H47GeI2N4O3SiTa", "method": "wB97M-V/def2-TZVPD", "spin_multiplicity": 1, "charge": 2, "mol_weight_g_mol": 1155.28, "energy_ev": -135448.051, "homo_ev": -13.3099, "lumo_ev": -6.574, "relative_energy_kcal_mol": 14.6, "species": ["Ta", "I", "C", "C", "C", "I", "C", "O", "C", "C", "N", "C", "C", "C", "C", "C", "C", "N", "C", "H", "H", "H", "H", "H", "H", "H", "H", "H", "H", "H", "N", "C", "O", "C", "C", "C", "C", "N", "C", "H", "H", "H", "H", "H", "H", "C", "C", "C", "C", "Si", "O", "C", "C", "C", "C", "C", "C", "C", "C", "C", "C", "C", "C", "H", "H", "H", "H", "H", "H", "H", "H", "H", "H", "H", "H", "H", "H", "H", "H", "H", "H", "H", "C", "Ge", "C", "C", "C", "H", "H", "H", "H", "H", "H", "H", "H", "H", "H", "H"], "coordinates": [[0.770, 0.245, 0.244], [-2.025, 4.733, -5.466], [-1.088, 3.400, -4.174], [-0.856, 2.094, -4.581], [-0.226, 1.193, -3.728], [-0.014, -0.784, -4.324], [0.183, 1.623, -2.478], [0.820, 0.828, -1.584], [-0.085, 2.924, -2.050], [0.291, 3.256, -0.639], [-0.281, 2.239, 0.322], [-1.763, 2.139, 0.146], [-2.207, 0.906, -0.591], [-3.351, 0.947, -1.368], [-3.840, -0.226, -1.917], [-3.162, -1.409, -1.666], [-2.007, -1.363, -0.916], [-1.518, -0.234, -0.381], [-0.719, 3.814, -2.899], [-1.170, 1.772, -5.564], [-0.097, 4.236, -0.359], [1.374, 3.270, -0.507], [-0.129, 2.611, 1.260], [-2.127, 3.029, -0.364], [-2.225, 2.128, 1.132], [-3.852, 1.893, -1.529], [-4.733, -0.217, -2.527], [-3.508, -2.354, -2.060], [-1.447, -2.271, -0.741], [-0.929, 4.825, -2.572], [3.149, -3.343, -3.851], [3.443, -3.611, -2.562], [4.520, -3.973, -2.152], [2.338, -3.394, -1.551], [1.970, -4.425, -0.692], [1.102, -4.159, 0.356], [0.670, -2.864, 0.552], [1.020, -1.867, -0.283], [1.827, -2.134, -1.331], [3.863, -3.504, -4.546], [2.212, -3.152, -4.155], [2.386, -5.415, -0.831], [0.795, -4.931, 1.046], [0.051, -2.598, 1.401], [2.099, -1.297, -1.962], [0.648, 2.595, 4.226], [-0.348, 1.467, 4.527], [-1.752, 1.816, 4.014], [-0.423, 1.279, 6.052], [0.149, -0.174, 3.753], [0.460, 0.060, 2.070], [1.765, -0.877, 4.342], [2.914, -0.077, 4.410], [4.139, -0.608, 4.780], [4.244, -1.958, 5.089], [3.123, -2.771, 5.018], [1.898, -2.236, 4.644], [-1.260, -1.384, 3.827], [-2.177, -1.494, 2.777], [-3.272, -2.342, 2.861], [-3.475, -3.094, 4.011], [-2.589, -2.985, 5.072], [-1.493, -2.138, 4.981], [0.199, 3.569, 4.437], [1.009, 2.605, 3.190], [1.538, 2.511, 4.849], [-2.043, 2.821, 4.331], [-2.496, 1.116, 4.396], [-1.814, 1.762, 2.924], [-0.736, 2.215, 6.523], [0.544, 1.002, 6.476], [-1.153, 0.516, 6.330], [2.862, 0.981, 4.177], [5.012, 0.029, 4.836], [5.197, -2.374, 5.387], [3.202, -3.824, 5.257], [1.039, -2.893, 4.585], [-2.056, -0.884, 1.888], [-3.975, -2.409, 2.041], [-4.329, -3.755, 4.084], [-2.751, -3.560, 5.975], [-0.816, -2.070, 5.826], [3.952, 1.156, -2.411], [4.177, 1.481, -0.499], [5.930, 0.882, 0.095], [3.936, 3.363, 0.011], [2.863, 0.362, 0.518], [4.651, 1.777, -2.972], [2.947, 1.384, -2.761], [4.184, 0.115, -2.645], [6.705, 1.527, -0.321], [6.126, -0.141, -0.226], [5.998, 0.923, 1.182], [4.845, 3.709, 0.503], [3.125, 3.498, 0.730], [3.758, 4.009, -0.849], [3.025, 0.607, 1.578], [3.312, -0.637, 0.421]], "forces_ev_per_a": [[0.9, -0.1, 0.5], [0.0, 0.0, 0.0], [0.0, 0.1, 0.0], [0.0, -0.1, 0.0], [-0.1, 0.2, -0.1], [0.0, 0.0, 0.0], [0.2, 0.1, 0.3], [-0.3, -0.4, -0.4], [0.0, -0.1, -0.1], [0.0, 0.1, 0.0], [-0.2, 0.2, 0.1], [0.0, 0.0, 0.0], [0.0, -0.1, 0.0], [0.0, 0.0, 0.0], [0.0, 0.0, 0.0], [0.0, 0.0, 0.0], [0.1, -0.1, 0.0], [0.0, 0.2, -0.3], [0.0, 0.0, 0.0], [0.0, 0.0, 0.0], [0.0, 0.0, 0.0], [0.0, 0.0, 0.0], [0.0, 0.0, 0.1], [0.0, 0.0, 0.0], [0.0, 0.0, 0.0], [0.0, 0.0, 0.0], [0.0, 0.0, 0.0], [0.0, 0.0, 0.0], [0.0, 0.0, 0.0], [0.0, 0.0, 0.0], [0.0, 0.1, 0.0], [0.0, 0.0, 0.1], [0.0, -0.1, 0.0], [0.0, 0.1, 0.0], [0.0, 0.0, 0.1], [0.0, 0.0, 0.0], [0.0, 0.0, 0.0], [0.0, 0.0, 0.1], [0.0, 0.0, 0.0], [0.0, 0.0, 0.0], [0.0, 0.0, 0.0], [0.0, 0.0, 0.0], [0.0, 0.0, 0.0], [-0.1, 0.0, 0.0], [0.0, 0.0, 0.0], [0.1, 0.0, -0.1], [0.0, 0.0, 0.0], [0.0, 0.0, 0.0], [0.0, 0.0, 0.0], [0.4, -0.1, 0.0], [-0.8, 0.3, -0.3], [0.0, -0.1, 0.0], [0.0, 0.0, 0.0], [0.0, 0.0, 0.0], [0.0, 0.0, 0.0], [0.0, 0.0, 0.0], [0.0, 0.0, 0.0], [0.0, 0.0, 0.0], [0.0, 0.1, 0.0], [0.0, 0.0, 0.0], [0.0, 0.0, 0.0], [0.0, 0.0, 0.0], [0.0, 0.0, 0.0], [0.0, 0.0, 0.0], [-0.1, 0.0, -0.1], [0.0, 0.0, 0.0], [0.0, 0.0, 0.0], [0.0, 0.0, 0.0], [0.0, 0.1, 0.0], [0.0, 0.0, 0.0], [0.0, 0.0, 0.0], [0.0, 0.0, 0.0], [0.0, 0.0, 0.0], [0.0, 0.0, 0.0], [0.0, 0.0, 0.0], [0.0, 0.0, 0.0], [0.0, 0.0, 0.0], [0.0, -0.1, 0.1], [0.0, 0.0, 0.0], [0.0, 0.0, 0.0], [0.0, 0.0, 0.0], [0.0, 0.0, 0.0], [0.0, 0.1, 0.0], [0.0, 0.1, -0.1], [0.0, 0.0, 0.0], [0.0, 0.0, 0.0], [-0.1, 0.0, 0.1], [0.0, 0.0, 0.0], [0.0, 0.0, 0.0], [0.0, 0.0, 0.0], [0.0, 0.0, 0.0], [0.0, 0.0, 0.0], [0.0, 0.0, 0.0], [0.0, 0.0, 0.0], [0.0, 0.0, 0.0], [0.0, 0.0, 0.0], [-0.1, 0.0, 0.0], [0.0, 0.0, 0.0]], "lowdin_charge": [1.828, 0.966, -0.727, -0.200, -0.625, 1.041, -0.386, -0.324, -0.168, -0.085, -0.117, -0.091, -0.253, 0.021, 0.001, -0.025, -0.124, 0.004, -0.085, 0.091, 0.147, 0.098, 0.110, 0.139, 0.119, 0.136, 0.131, 0.126, 0.105, 0.114, 0.204, -0.511, 0.114, -0.088, 0.065, 0.012, -0.092, -0.096, -0.098, 0.132, 0.068, 0.147, 0.131, 0.111, 0.083, -0.079, -0.598, -0.074, -0.068, 0.613, -0.435, -0.223, -0.100, -0.065, -0.060, -0.064, -0.089, -0.242, -0.118, -0.071, -0.059, -0.053, -0.089, 0.094, 0.055, 0.078, 0.099, 0.090, 0.038, 0.100, 0.088, 0.080, 0.087, 0.112, 0.114, 0.112, 0.091, 0.066, 0.105, 0.114, 0.116, 0.111, -0.199, 0.772, -0.207, -0.213, -0.404, 0.036, -0.001, 0.022, 0.033, 0.029, 0.026, 0.030, 0.001, 0.028, 0.000, 0.024]}